Density functional theory data (ωB97M-V/def2-TZVPD) for 2 unconnected molecules or ions with the total composition CH3F3.

Each line ends with the Löwdin charge.
Geometry (Å):
F -0.19020 -0.21490 -0.33441  0.01
C 1.13290 -0.19784 -0.03828  -0.25
F 1.60050 1.06786 -0.17578  0.02
H 1.66154 -0.84977 -0.73646  0.12
H 1.26693 -0.51323 1.00217  0.12
F -3.05994 0.50552 -0.15988  -0.09
H -2.41173 0.20236 0.44263  0.07

Values from the calculation:
Molecular weight = 72.0 g mol⁻¹
Gap between HOMO and LUMO = 13.6 eV
ΔE to the lowest compared entry with this formula, charge and spin = 0.0 kcal/mol
Highest occupied orbital energy = -12.7 eV

=====

Density functional theory data (ωB97M-V/def2-TZVPD) for a molecular structure, C18H23FeN2O2S2 in a non-equilibrium geometry.

Each line ends with the Mulliken spin population.
Geometry (Å):
Fe -0.15059 0.26062 -0.43244  4.10
C -5.00261 2.61683 -2.00863  -0.01
C -4.15175 1.55708 -2.30897  0.01
C -2.89813 1.50381 -1.74077  0.01
C -2.48428 2.50824 -0.84759  -0.02
C -3.34433 3.58046 -0.55680  0.00
C -4.59198 3.62436 -1.14259  0.00
N -1.23404 2.37354 -0.31018  0.09
N -0.76497 3.13019 0.56365  0.03
C 0.45411 2.87837 1.10047  -0.02
C 1.02495 3.81316 1.98147  0.03
C 2.25114 3.54646 2.55230  -0.03
C 2.92777 2.37447 2.24408  0.04
C 2.37254 1.45400 1.35033  -0.10
C 1.12850 1.67040 0.81312  0.70
H -5.98084 2.66184 -2.46238  0.00
H -4.47715 0.78660 -2.99047  0.00
H -2.20296 0.68947 -1.96908  -0.01
H -3.00243 4.35865 0.11032  0.00
H -5.25464 4.44918 -0.92813  0.00
H 0.49721 4.73427 2.17655  0.00
H 2.69400 4.25527 3.23684  0.00
H 3.87948 2.15709 2.70375  0.00
H 2.92703 0.55619 1.11355  0.02
O -0.70079 -0.89986 1.23983  0.06
S -0.16657 -1.72881 2.40533  0.01
C 1.05587 -2.81527 1.55431  0.01
C 0.56966 -4.24938 1.69634  0.00
C -0.95370 -4.20220 1.66715  0.00
C -1.35071 -3.10554 2.63779  0.00
H 2.03746 -2.64829 1.99454  0.00
H 1.04703 -2.47391 0.51675  0.00
H 0.90995 -4.66835 2.64211  0.00
H 0.96415 -4.87449 0.89670  0.00
H -1.38597 -5.15751 1.96370  0.00
H -1.31304 -3.96702 0.66523  0.00
H -1.22038 -3.42322 3.67116  0.00
H -2.36185 -2.72824 2.50088  0.00
C 2.63062 -0.67802 -3.93387  0.00
S 2.89765 -0.64192 -2.13786  0.00
C 3.29886 -2.41777 -1.97609  0.00
O 1.48989 -0.53141 -1.55085  0.04
H 3.58157 -0.89173 -4.40904  0.00
H 2.28118 0.29792 -4.25928  0.00
H 1.90217 -1.44253 -4.18535  0.00
H 4.13590 -2.63119 -2.63097  0.00
H 2.44436 -3.02324 -2.26341  0.00
H 3.59066 -2.63858 -0.95349  0.00

Values from the calculation:
Molecular weight = 419.4 g mol⁻¹
Net charge = +2
Gap between HOMO and LUMO (alpha / beta) = 7.2 / 6.1 eV
⟨S²⟩ = 8.76
ΔE to the lowest compared entry with this formula, charge and spin = 34.5 kcal/mol
2S+1 = 6
Highest occupied orbital energy (alpha / beta) = -14.1 / -14.1 eV

=====

Question: Among the records above, which one has the lowest ΔE to the lowest compared entry with this formula, charge and spin?
Answer: CH3F3